1.
# C23H68N10O11

A 11-piece molecular cluster, C23H68N10O11 overall in a non-equilibrium geometry (wB97M-V/def2-TZVPD, OMol25).

Values from the calculation:
HOMO, eV: -8.6
Structure (SMILES): NC(N)=O.NC(N)=O.NC(N)=O.NC(N)=O.NC(N)=O.CC(C)O.CC(C)O.CC(C)O.CC(C)O.CC(C)O.CC(C)O
Relative energy (zero: lowest compared OMol25 entry of this formula, charge and spin), eV: 13.6474
Total charge: 0
F_max, eV Å⁻¹: 12.3
Kohn-Sham gap, eV: 8.33

CARTESIAN COORDINATES (ANGSTROEM)
C (-0.340, -0.004, 0.564)
O (-0.412, -0.286, 1.936)
N (0.847, 0.068, 0.022)
N (-1.349, 0.296, -0.138)
H (1.138, 0.576, -0.739)
H (1.616, -0.161, 0.646)
H (-2.266, 0.571, 0.353)
H (-1.247, 0.594, -1.194)
C (-2.205, 0.364, -2.854)
O (-3.562, 0.203, -2.837)
N (-1.576, 1.495, -2.568)
N (-1.436, -0.528, -3.365)
H (-1.973, 2.284, -2.196)
H (-0.664, 1.606, -2.904)
H (-1.909, -1.377, -3.675)
H (-0.400, -0.546, -3.222)
C (-3.048, 3.775, -0.585)
O (-3.372, 5.062, -0.202)
N (-3.711, 3.024, -1.430)
N (-1.970, 3.191, -0.140)
H (-4.591, 3.374, -1.739)
H (-3.803, 2.028, -1.462)
H (-1.440, 3.740, 0.545)
H (-1.685, 2.236, -0.078)
C (2.870, -0.972, 2.889)
O (2.088, -1.974, 3.468)
N (2.341, 0.095, 2.376)
N (4.143, -1.044, 2.764)
H (1.298, 0.234, 2.509)
H (2.818, 0.859, 1.972)
H (4.516, -1.917, 3.038)
H (4.765, -0.401, 2.277)
C (1.802, 0.098, -3.047)
O (1.432, 1.273, -2.423)
N (1.426, -1.061, -2.669)
N (2.623, 0.170, -4.089)
H (1.030, -1.211, -1.693)
H (1.549, -1.911, -3.215)
H (2.941, 1.107, -4.307)
H (3.019, -0.698, -4.478)
C (0.970, -3.525, 0.838)
C (0.380, -4.114, -0.450)
C (-0.811, -3.245, -0.898)
O (1.162, -4.066, -1.384)
H (1.650, -4.223, 1.361)
H (0.170, -3.241, 1.506)
H (1.395, -2.653, 0.369)
H (0.006, -5.160, -0.296)
H (-1.414, -3.580, -1.740)
H (-0.609, -2.215, -1.079)
H (-1.555, -3.105, -0.042)
H (1.849, -4.689, -1.124)
C (-5.527, -1.558, -0.671)
C (-4.365, -2.317, -1.293)
C (-4.166, -3.691, -0.669)
O (-4.504, -2.468, -2.521)
H (-6.442, -2.053, -0.814)
H (-5.543, -0.530, -1.035)
H (-5.486, -1.465, 0.396)
H (-3.490, -1.649, -1.197)
H (-3.457, -4.370, -1.256)
H (-5.129, -4.170, -0.679)
H (-3.903, -3.711, 0.409)
H (-4.814, -1.609, -2.865)
C (2.678, 3.223, -0.492)
C (3.693, 2.174, -0.228)
C (5.000, 2.592, -0.866)
O (3.915, 1.720, 0.901)
H (2.439, 3.316, -1.618)
H (2.998, 4.168, -0.099)
H (1.697, 3.118, -0.052)
H (3.156, 1.350, -0.763)
H (4.728, 2.760, -1.947)
H (5.690, 1.735, -0.800)
H (5.350, 3.535, -0.450)
H (4.649, 2.124, 1.233)
C (-5.903, 1.168, 1.882)
C (-4.389, 0.933, 1.651)
C (-3.848, -0.261, 2.428)
O (-3.935, 0.994, 0.490)
H (-5.985, 1.212, 2.987)
H (-6.579, 0.360, 1.569)
H (-6.256, 2.109, 1.432)
H (-3.930, 1.783, 2.068)
H (-4.110, -1.282, 1.999)
H (-4.208, -0.088, 3.462)
H (-2.787, -0.299, 2.520)
H (-4.069, 1.868, 0.212)
C (4.012, -1.697, -0.837)
C (5.369, -2.306, -0.546)
C (5.250, -3.551, 0.292)
O (6.129, -2.636, -1.493)
H (3.556, -1.469, 0.101)
H (3.510, -2.408, -1.486)
H (4.022, -0.669, -1.351)
H (5.947, -1.501, -0.015)
H (4.664, -4.390, -0.186)
H (4.889, -3.266, 1.238)
H (6.213, -3.902, 0.432)
H (6.877, -2.095, -1.371)
C (-1.002, 2.545, 3.207)
C (-0.048, 3.743, 2.981)
C (1.300, 3.154, 2.818)
O (-0.280, 4.330, 1.852)
H (-0.503, 1.710, 3.679)
H (-1.385, 2.144, 2.302)
H (-1.832, 2.864, 3.891)
H (0.069, 4.400, 3.782)
H (1.395, 2.377, 2.067)
H (1.638, 2.688, 3.744)
H (2.097, 3.839, 2.569)
H (0.454, 4.959, 1.832)



2.
# C23H68N6O11

A 11-piece molecular cluster, C23H68N6O11 overall in a non-equilibrium geometry (wB97M-V/def2-TZVPD, OMol25).

Values from the calculation:
HOMO, eV: -8.4
Structure (SMILES): NC(N)=O.NC(N)=O.NC(N)=O.CC(C)O.CC(C)O.CC(C)O.CC(C)O.CC(C)O.CC(C)O.CO.CO
Relative energy (zero: lowest compared OMol25 entry of this formula, charge and spin), eV: 12.2099
Total charge: 0
F_max, eV Å⁻¹: 13.7
Kohn-Sham gap, eV: 8.41

CARTESIAN COORDINATES (ANGSTROEM)
C (1.953, 20.119, -5.904)
O (0.879, 19.189, -5.940)
H (2.294, 20.339, -6.931)
H (2.829, 19.655, -5.548)
H (1.765, 21.013, -5.323)
H (1.272, 18.311, -6.091)
C (-1.485, 18.284, -8.937)
O (-1.922, 19.540, -8.615)
H (-0.835, 17.945, -8.082)
H (-0.802, 18.304, -9.758)
H (-2.252, 17.521, -9.105)
H (-2.559, 19.829, -9.279)
C (-5.615, 18.249, -2.194)
O (-6.341, 17.182, -1.681)
N (-4.510, 18.756, -1.733)
N (-6.086, 18.921, -3.255)
H (-3.927, 18.139, -1.130)
H (-4.260, 19.707, -1.748)
H (-6.858, 18.517, -3.696)
H (-5.615, 19.599, -3.766)
C (-2.907, 18.913, -4.720)
O (-3.900, 19.956, -4.678)
N (-2.852, 18.014, -3.749)
N (-2.148, 18.660, -5.794)
H (-3.482, 18.294, -3.011)
H (-2.237, 17.215, -3.635)
H (-2.257, 19.236, -6.605)
H (-1.359, 17.943, -5.895)
C (-5.402, 23.421, -4.593)
O (-6.130, 23.023, -5.694)
N (-4.660, 22.624, -3.996)
N (-5.360, 24.624, -4.000)
H (-4.498, 21.735, -4.381)
H (-4.256, 22.892, -3.094)
H (-5.866, 25.222, -4.615)
H (-4.607, 24.896, -3.439)
C (-1.110, 14.670, -8.185)
C (-0.490, 14.953, -6.807)
C (1.006, 14.691, -6.893)
O (-0.701, 16.070, -6.277)
H (-1.522, 13.718, -8.371)
H (-0.422, 14.855, -8.992)
H (-1.976, 15.294, -8.427)
H (-0.861, 14.148, -6.171)
H (1.078, 13.687, -7.055)
H (1.490, 14.978, -5.940)
H (1.556, 15.222, -7.653)
H (-0.674, 15.957, -5.314)
C (-1.527, 22.301, -4.837)
C (-1.477, 22.047, -6.327)
C (-2.812, 22.266, -7.028)
O (-0.605, 22.705, -6.934)
H (-1.579, 23.357, -4.629)
H (-0.593, 22.020, -4.312)
H (-2.234, 21.704, -4.332)
H (-1.096, 21.045, -6.463)
H (-3.496, 21.399, -6.812)
H (-2.714, 22.312, -8.094)
H (-3.332, 23.135, -6.654)
H (-0.354, 22.414, -7.830)
C (-5.962, 19.974, -6.880)
C (-6.964, 20.533, -7.867)
C (-8.441, 20.248, -7.437)
O (-6.884, 21.713, -8.101)
H (-5.859, 20.543, -5.978)
H (-5.031, 19.738, -7.285)
H (-6.287, 19.060, -6.597)
H (-6.753, 19.927, -8.725)
H (-8.536, 19.169, -7.296)
H (-9.194, 20.635, -8.188)
H (-8.631, 20.718, -6.474)
H (-6.758, 22.187, -7.305)
C (-1.039, 19.985, -1.545)
C (-0.154, 19.862, -2.746)
C (1.283, 20.433, -2.527)
O (0.023, 18.723, -3.146)
H (-0.598, 19.496, -0.732)
H (-2.059, 19.641, -1.858)
H (-1.100, 21.066, -1.373)
H (-0.683, 20.184, -3.617)
H (1.791, 20.027, -1.671)
H (1.277, 21.560, -2.244)
H (2.064, 20.346, -3.312)
H (0.197, 18.803, -4.089)
C (-4.740, 14.144, -6.118)
C (-4.386, 15.597, -5.885)
C (-4.536, 16.242, -7.236)
O (-4.937, 16.297, -5.002)
H (-4.713, 13.606, -5.176)
H (-3.937, 13.624, -6.693)
H (-5.735, 14.211, -6.620)
H (-3.312, 15.587, -5.725)
H (-4.516, 17.347, -7.350)
H (-5.547, 16.162, -7.599)
H (-3.872, 15.792, -7.982)
H (-4.288, 17.011, -4.799)
C (-2.321, 14.549, -3.552)
C (-1.040, 15.179, -2.943)
C (0.062, 14.238, -2.600)
O (-0.698, 16.215, -3.569)
H (-3.201, 15.215, -3.379)
H (-2.624, 13.720, -3.018)
H (-2.326, 14.306, -4.566)
H (-1.297, 15.573, -1.878)
H (0.784, 14.764, -1.959)
H (0.384, 13.736, -3.575)
H (-0.162, 13.372, -2.002)
H (-0.021, 16.597, -2.930)



3.
# C23H71O30P7

A 9-piece molecular cluster, C23H71O30P7 overall in a non-equilibrium geometry (wB97M-V/def2-TZVPD, OMol25).

Values from the calculation:
HOMO, eV: -9.5
Structure (SMILES): COP(=O)(OC)OC.COP(=O)(OC)OC.COP(=O)(OC)OC.COP(=O)(OC)OC.COP(=O)(OC)OC.COP(=O)(OC)OC.COP(=O)(OC)OC.CO.CO
Relative energy (zero: lowest compared OMol25 entry of this formula, charge and spin), eV: 0.0000
Total charge: 0
F_max, eV Å⁻¹: 1.5
Kohn-Sham gap, eV: 9.72

CARTESIAN COORDINATES (ANGSTROEM)
C (3.495, -11.015, 15.097)
O (3.520, -9.788, 14.401)
H (4.344, -11.155, 15.783)
H (2.648, -11.110, 15.779)
H (3.541, -11.897, 14.450)
H (4.441, -9.555, 14.263)
C (7.203, -17.808, 16.002)
O (7.296, -16.840, 17.038)
H (8.203, -18.177, 15.775)
H (6.599, -18.673, 16.308)
H (6.740, -17.399, 15.098)
H (6.417, -16.437, 17.088)
C (3.760, -9.469, 20.298)
O (5.180, -9.279, 20.343)
P (6.077, -10.219, 19.472)
O (6.091, -11.628, 19.826)
O (5.618, -9.964, 17.965)
C (5.701, -8.648, 17.392)
O (7.443, -9.459, 19.613)
C (8.581, -9.926, 18.920)
H (3.512, -10.493, 20.016)
H (3.311, -8.748, 19.619)
H (3.387, -9.293, 21.304)
H (4.705, -8.225, 17.288)
H (6.160, -8.753, 16.409)
H (6.328, -7.984, 17.986)
H (8.595, -9.544, 17.894)
H (8.631, -11.017, 18.892)
H (9.467, -9.554, 19.428)
C (-0.831, -12.808, 18.254)
O (-0.695, -12.822, 16.827)
P (-1.660, -13.711, 15.941)
O (-2.139, -14.934, 16.563)
O (-2.750, -12.707, 15.402)
C (-3.996, -12.540, 16.091)
O (-0.785, -13.942, 14.655)
C (-0.281, -12.808, 13.924)
H (-0.839, -11.767, 18.569)
H (-0.013, -13.367, 18.701)
H (-1.774, -13.264, 18.562)
H (-3.997, -13.035, 17.062)
H (-4.788, -12.996, 15.497)
H (-4.192, -11.477, 16.196)
H (0.788, -12.922, 13.765)
H (-0.451, -11.867, 14.446)
H (-0.801, -12.741, 12.968)
C (-1.895, -21.417, 13.225)
O (-2.301, -21.307, 14.586)
P (-1.856, -20.091, 15.429)
O (-2.429, -20.010, 16.768)
O (-0.287, -20.180, 15.334)
C (0.570, -19.584, 16.305)
O (-2.277, -18.882, 14.502)
C (-1.817, -17.564, 14.773)
H (-2.051, -22.453, 12.925)
H (-0.854, -21.138, 13.083)
H (-2.534, -20.803, 12.587)
H (1.163, -18.812, 15.823)
H (1.238, -20.340, 16.722)
H (-0.004, -19.225, 17.161)
H (-1.742, -17.387, 15.848)
H (-2.509, -16.851, 14.337)
H (-0.820, -17.388, 14.356)
C (9.178, -14.888, 14.719)
O (8.385, -13.838, 14.150)
P (6.815, -13.943, 14.254)
O (6.233, -15.123, 13.639)
O (6.456, -13.770, 15.769)
C (7.096, -12.780, 16.576)
O (6.354, -12.549, 13.663)
C (5.917, -12.441, 12.322)
H (9.642, -15.466, 13.921)
H (8.580, -15.588, 15.308)
H (9.924, -14.450, 15.377)
H (6.333, -12.073, 16.905)
H (7.898, -12.243, 16.071)
H (7.484, -13.265, 17.472)
H (5.743, -13.419, 11.863)
H (6.670, -11.952, 11.703)
H (4.967, -11.912, 12.255)
C (1.981, -18.705, 9.354)
O (2.437, -19.204, 10.606)
P (1.754, -18.734, 11.954)
O (0.438, -19.284, 12.237)
O (2.843, -19.102, 12.995)
C (4.236, -18.824, 12.812)
O (1.806, -17.151, 11.855)
C (0.636, -16.357, 11.656)
H (0.980, -19.084, 9.129)
H (2.673, -19.055, 8.594)
H (1.946, -17.613, 9.350)
H (4.439, -18.230, 11.919)
H (4.798, -19.751, 12.705)
H (4.606, -18.279, 13.678)
H (0.908, -15.524, 11.002)
H (0.283, -15.967, 12.604)
H (-0.134, -16.923, 11.130)
C (3.988, -13.626, 18.658)
O (3.120, -14.714, 18.331)
P (3.289, -15.494, 16.987)
O (4.642, -15.953, 16.682)
O (2.231, -16.635, 17.066)
C (0.862, -16.365, 17.341)
O (2.676, -14.469, 15.937)
C (2.792, -14.738, 14.538)
H (4.623, -13.354, 17.813)
H (4.595, -13.894, 19.517)
H (3.384, -12.753, 18.906)
H (0.280, -16.394, 16.422)
H (0.733, -15.425, 17.874)
H (0.487, -17.163, 17.978)
H (1.858, -14.446, 14.072)
H (2.970, -15.795, 14.361)
H (3.642, -14.206, 14.110)
C (3.321, -18.254, 23.283)
O (2.574, -18.518, 22.088)
P (2.352, -17.366, 21.014)
O (2.627, -16.010, 21.489)
O (3.150, -17.871, 19.764)
C (4.574, -17.852, 19.759)
O (0.876, -17.612, 20.535)
C (-0.173, -16.720, 20.876)
H (2.704, -18.548, 24.131)
H (3.529, -17.189, 23.397)
H (4.258, -18.804, 23.246)
H (4.902, -17.293, 18.888)
H (4.979, -18.863, 19.751)
H (4.968, -17.379, 20.664)
H (-0.643, -16.360, 19.959)
H (0.178, -15.878, 21.469)
H (-0.931, -17.265, 21.440)



4.
# C23H76N20O14

A 14-piece molecular cluster, C23H76N20O14 overall in a non-equilibrium geometry (wB97M-V/def2-TZVPD, OMol25).

Values from the calculation:
HOMO, eV: -9.1
Total charge: 0
F_max, eV Å⁻¹: 2.7
Kohn-Sham gap, eV: 9.19

CARTESIAN COORDINATES (ANGSTROEM)
C (-9.550, -1.320, 21.253)
C (-10.794, -1.231, 22.090)
O (-10.787, 0.070, 22.634)
H (-8.686, -0.945, 21.805)
H (-9.525, -0.663, 20.381)
H (-9.415, -2.319, 20.838)
H (-10.858, -1.981, 22.881)
H (-11.669, -1.303, 21.438)
H (-11.681, 0.402, 22.736)
C (-12.433, 0.908, 14.986)
C (-12.612, 1.918, 13.850)
O (-13.707, 1.541, 13.070)
H (-11.587, 1.245, 15.590)
H (-12.141, -0.066, 14.596)
H (-13.358, 0.866, 15.561)
H (-11.667, 1.926, 13.302)
H (-12.650, 2.940, 14.242)
H (-14.478, 1.702, 13.622)
C (-5.392, -5.779, 13.134)
C (-4.843, -5.424, 14.511)
O (-5.208, -4.156, 14.954)
H (-4.840, -5.336, 12.304)
H (-6.475, -5.828, 13.032)
H (-5.076, -6.814, 12.946)
H (-3.762, -5.565, 14.504)
H (-5.229, -6.128, 15.258)
H (-6.167, -4.078, 15.093)
C (-10.613, -5.955, 11.173)
O (-11.249, -5.020, 10.693)
N (-10.864, -6.308, 12.439)
N (-9.713, -6.877, 10.668)
H (-10.327, -6.945, 12.997)
H (-11.659, -5.767, 12.746)
H (-9.330, -7.454, 11.390)
H (-9.445, -6.956, 9.703)
C (-7.803, -4.515, 18.934)
O (-8.757, -5.324, 19.002)
N (-7.386, -3.742, 19.958)
N (-7.065, -4.322, 17.862)
H (-7.847, -3.791, 20.850)
H (-6.716, -3.006, 19.788)
H (-6.452, -3.523, 17.856)
H (-7.505, -4.765, 17.067)
C (-11.241, 2.271, 18.755)
O (-10.213, 2.847, 18.433)
N (-11.278, 1.371, 19.795)
N (-12.468, 2.533, 18.272)
H (-12.112, 0.964, 20.178)
H (-10.403, 1.221, 20.269)
H (-13.263, 1.958, 18.483)
H (-12.495, 3.243, 17.560)
C (-8.787, -8.582, 20.073)
O (-8.900, -9.773, 20.342)
N (-9.090, -8.050, 18.865)
N (-8.331, -7.690, 20.973)
H (-9.145, -8.660, 18.069)
H (-8.814, -7.079, 18.733)
H (-8.279, -6.731, 20.669)
H (-8.405, -7.931, 21.945)
C (-7.193, -2.758, 11.094)
O (-7.205, -2.919, 12.327)
N (-6.312, -1.903, 10.562)
N (-8.021, -3.359, 10.255)
H (-6.255, -1.666, 9.588)
H (-5.734, -1.454, 11.253)
H (-7.823, -3.128, 9.295)
H (-8.734, -4.043, 10.441)
C (-5.042, -1.376, 17.289)
O (-5.451, -1.857, 18.362)
N (-5.759, -1.129, 16.154)
N (-3.839, -0.777, 17.114)
H (-5.381, -0.512, 15.464)
H (-6.754, -1.205, 16.322)
H (-3.683, -0.322, 16.240)
H (-3.200, -0.769, 17.892)
C (-11.907, -4.592, 20.177)
O (-13.041, -4.388, 20.628)
N (-10.904, -5.233, 20.786)
N (-11.644, -4.399, 18.855)
H (-10.037, -5.356, 20.267)
H (-10.977, -5.435, 21.768)
H (-12.146, -3.815, 18.214)
H (-10.771, -4.746, 18.492)
C (-6.654, 1.165, 12.808)
O (-5.771, 1.120, 11.965)
N (-7.228, 0.079, 13.375)
N (-6.882, 2.330, 13.452)
H (-7.820, 0.095, 14.190)
H (-6.863, -0.804, 13.050)
H (-7.527, 2.499, 14.204)
H (-6.437, 3.118, 13.013)
C (-5.930, 2.471, 18.528)
O (-6.191, 1.939, 19.595)
N (-4.642, 2.508, 18.084)
N (-6.806, 3.147, 17.761)
H (-4.124, 1.769, 18.532)
H (-4.184, 3.096, 17.411)
H (-7.748, 3.050, 18.120)
H (-6.499, 3.380, 16.834)
C (-14.396, -3.929, 15.097)
C (-14.146, -4.835, 16.315)
C (-15.316, -5.013, 17.319)
O (-15.641, -3.709, 17.751)
C (-16.367, -3.651, 18.965)
N (-13.575, -6.113, 15.907)
H (-13.570, -4.160, 14.422)
H (-14.398, -2.899, 15.442)
H (-15.312, -4.266, 14.607)
H (-13.388, -4.250, 16.842)
H (-14.803, -5.548, 18.123)
H (-16.103, -5.597, 16.834)
H (-17.251, -4.292, 18.950)
H (-16.689, -2.617, 19.082)
H (-15.736, -3.949, 19.806)
H (-14.042, -6.739, 16.558)
H (-13.974, -6.361, 15.007)
C (-9.957, -4.644, 15.713)
C (-9.274, -3.321, 15.282)
C (-9.435, -2.184, 16.300)
O (-8.817, -0.950, 15.863)
C (-8.877, 0.075, 16.848)
N (-7.850, -3.637, 15.041)
H (-11.047, -4.548, 15.731)
H (-9.761, -5.122, 16.674)
H (-9.716, -5.430, 14.997)
H (-9.648, -3.009, 14.306)
H (-8.934, -2.529, 17.207)
H (-10.506, -2.011, 16.419)
H (-8.447, 1.003, 16.469)
H (-8.307, -0.143, 17.756)
H (-9.925, 0.285, 17.066)
H (-7.300, -3.038, 15.653)
H (-7.607, -3.250, 14.135)